[1]
Computed, not measured: a molecular structure, C35H49AsGeN2O6PS2Si2W at a distorted geometry, with ωB97M-V/def2-TZVPD.

Computed properties:
LUMO (spin up / spin down) (eV): -0.526 / -0.768
Orbital gap (spin up / spin down) (eV): 6.822 / 6.815

```
! wB97M-V def2-TZVPD RIJCOSX def2/J DEFGRID3
* xyz 0 2
W 0.46 -0.60 1.60
C 0.03 -6.27 4.32
C -0.83 -5.85 3.14
O -0.35 -4.74 2.35
P -0.43 -3.27 3.02
S 0.47 0.15 3.75
S -1.46 -2.05 1.65
O 1.02 -2.60 2.56
C 2.38 -2.82 2.88
C 2.61 -4.17 3.56
H -0.50 -6.95 5.02
H 0.39 -5.39 4.84
H 0.93 -6.76 3.98
H -1.80 -5.60 3.60
H -0.97 -6.60 2.42
H 2.76 -2.05 3.56
H 2.94 -2.76 1.99
H 1.90 -4.32 4.34
H 3.56 -4.23 4.06
H 2.50 -5.01 2.86
C 3.56 1.85 2.77
C 3.46 1.04 1.52
N 2.60 0.09 1.15
C 3.14 -0.48 -0.01
C 4.38 0.05 -0.19
N 4.60 0.99 0.76
C 5.50 -0.35 -1.07
O 5.24 -1.15 -2.10
O 6.58 0.19 -0.85
C 2.37 -1.63 -0.62
O 2.87 -2.17 -1.61
O 1.35 -1.94 0.08
H 4.22 1.37 3.46
H 2.61 1.77 3.29
H 3.79 2.92 2.66
H 5.43 1.52 0.86
H 4.33 -1.46 -2.04
C -2.37 4.36 0.74
Si -1.52 3.12 1.98
C -3.03 2.12 2.74
C -0.25 3.64 3.24
As -0.02 1.88 0.71
Si 1.20 3.47 -0.65
C 2.68 4.04 0.38
C 0.33 5.18 -0.80
C 1.79 2.75 -2.24
H -1.95 5.33 0.89
H -3.49 4.42 0.73
H -2.12 4.05 -0.28
H -3.55 1.69 1.88
H -3.71 2.74 3.31
H -2.73 1.24 3.33
H -0.39 4.65 3.70
H 0.76 3.49 2.83
H -0.32 2.91 4.04
H 3.11 4.95 -0.10
H 3.50 3.37 0.40
H 2.40 4.25 1.39
H 1.09 5.72 -1.40
H 0.23 5.67 0.16
H -0.57 5.28 -1.44
H 2.53 3.44 -2.73
H 1.03 2.39 -2.95
H 2.28 1.82 -1.97
C -0.33 0.22 -0.25
Ge -1.63 -0.30 -1.59
C -3.47 0.46 -1.56
C -3.72 1.67 -0.88
C -4.92 2.37 -0.95
C -6.01 1.84 -1.65
C -5.87 0.60 -2.20
C -4.63 -0.05 -2.20
C -1.68 -2.28 -1.77
C -0.64 -3.07 -2.20
C -0.67 -4.46 -2.13
C -1.75 -5.08 -1.52
C -2.85 -4.33 -1.15
C -2.83 -2.94 -1.30
C -0.96 0.46 -3.38
C -1.73 1.16 -4.39
C -1.12 1.67 -5.52
C 0.20 1.36 -5.82
C 0.85 0.45 -5.03
C 0.33 0.06 -3.80
H 0.54 0.10 -0.90
H -2.92 2.09 -0.26
H -4.96 3.42 -0.47
H -6.94 2.42 -1.61
H -6.75 0.19 -2.62
H -4.65 -1.04 -2.64
H 0.23 -2.53 -2.53
H 0.23 -4.95 -2.51
H -1.65 -6.09 -1.24
H -3.68 -4.81 -0.66
H -3.64 -2.31 -1.06
H -2.76 1.48 -4.23
H -1.66 2.31 -6.25
H 0.66 1.75 -6.73
H 1.84 0.12 -5.25
H 1.00 -0.63 -3.21
*
```

***

[2]
Computed, not measured: a molecular structure, C35H49BrF3N2O4P2SSe4Y, with ωB97M-V/def2-TZVPD.

Computed properties:
LUMO (eV): 3.990
Orbital gap (eV): 5.351

```
! wB97M-V def2-TZVPD RIJCOSX def2/J DEFGRID3
* xyz -2 1
Y 0.20 1.74 0.10
C -1.28 -2.75 2.09
C -1.66 -1.71 3.14
C -3.18 -1.62 3.25
P -0.85 -0.07 2.73
C -1.22 0.99 4.21
C -1.27 0.37 5.61
C -2.53 1.74 3.93
C 0.90 -0.61 2.84
C 1.63 -0.73 4.02
C 2.97 -1.06 4.05
C 3.73 -1.14 5.35
C 3.61 -1.26 2.83
C 2.91 -1.16 1.64
C 1.54 -0.85 1.61
N 0.85 -0.72 0.39
C 0.95 -1.78 -0.47
C 1.50 -3.04 -0.10
C 1.57 -4.11 -0.98
C 1.10 -4.02 -2.29
C 1.17 -5.18 -3.24
C 0.52 -2.82 -2.65
C 0.44 -1.72 -1.80
P -0.48 -0.22 -2.27
C 0.11 0.27 -3.97
C -0.32 -0.52 -5.20
C 1.63 0.42 -3.93
C -2.15 -0.96 -2.65
C -3.11 0.12 -3.15
C -2.71 -1.69 -1.44
H -1.73 -3.72 2.34
H -0.20 -2.89 2.02
H -1.63 -2.46 1.10
H -1.25 -2.03 4.10
H -3.62 -1.19 2.35
H -3.50 -1.00 4.10
H -3.60 -2.62 3.39
H -0.42 1.74 4.17
H -1.88 -0.54 5.64
H -1.72 1.08 6.30
H -0.28 0.12 6.01
H -3.40 1.08 4.01
H -2.53 2.21 2.95
H -2.65 2.55 4.66
H 1.12 -0.55 4.96
H 3.06 -1.00 6.20
H 4.50 -0.36 5.40
H 4.23 -2.10 5.47
H 4.67 -1.49 2.81
H 3.43 -1.33 0.70
H 1.86 -3.19 0.90
H 2.00 -5.04 -0.63
H 1.73 -6.01 -2.81
H 1.66 -4.91 -4.18
H 0.17 -5.56 -3.50
H 0.09 -2.73 -3.64
H -0.29 1.28 -4.07
H 0.14 -1.50 -5.25
H 0.01 0.03 -6.09
H -1.40 -0.64 -5.27
H 2.12 -0.56 -3.91
H 1.94 0.98 -3.05
H 1.98 0.97 -4.81
H -1.99 -1.70 -3.45
H -3.34 0.82 -2.35
H -4.04 -0.33 -3.49
H -2.69 0.70 -3.98
H -2.77 -1.02 -0.58
H -2.10 -2.55 -1.17
H -3.73 -2.04 -1.65
Se 1.95 2.29 2.58
Se 2.17 4.52 1.83
Se 0.11 4.67 0.72
Se -1.49 4.92 2.38
C 4.22 0.20 -1.64
C 3.60 1.16 -0.66
N 4.36 1.64 0.33
O 2.42 1.51 -0.80
H 4.31 0.70 -2.61
H 3.54 -0.64 -1.77
H 5.20 -0.15 -1.32
H 5.24 1.21 0.52
H 3.84 2.06 1.11
F 2.88 5.10 -3.78
C 2.49 4.10 -2.96
F 2.89 4.40 -1.73
F 3.15 2.99 -3.35
S 0.66 3.87 -3.06
O 0.13 5.16 -2.72
O 0.47 3.41 -4.41
O 0.43 2.82 -2.06
Br -6.78 2.76 -1.32
C -4.95 2.49 -0.82
C -4.63 1.48 0.07
C -3.29 1.28 0.39
C -2.23 2.04 -0.12
C -2.64 3.09 -0.97
C -3.97 3.31 -1.35
H -5.41 0.85 0.49
H -3.07 0.47 1.08
H -1.91 3.77 -1.39
H -4.22 4.11 -2.03
*
```

***

[3]
Computed, not measured: a molecular structure, C35H49Cl2N3OP4Ti at a distorted geometry, with ωB97M-V/def2-TZVPD.

Computed properties:
LUMO (eV): -5.820
Orbital gap (eV): 6.336

```
! wB97M-V def2-TZVPD RIJCOSX def2/J DEFGRID3
* xyz 2 1
P 1.32 0.74 -2.37
C 3.05 0.96 -2.79
C 3.61 0.40 -3.95
H 3.02 -0.26 -4.59
C 4.93 0.70 -4.30
H 5.37 0.27 -5.20
C 5.69 1.55 -3.48
H 6.72 1.78 -3.75
C 5.14 2.10 -2.32
H 5.72 2.77 -1.69
C 3.82 1.81 -1.97
H 3.36 2.24 -1.08
C 0.70 -0.65 -3.35
C 1.27 -1.91 -3.15
H 2.12 -2.02 -2.47
C 0.77 -3.03 -3.83
H 1.20 -4.02 -3.63
C -0.25 -2.87 -4.77
H -0.62 -3.73 -5.33
C -0.79 -1.60 -5.02
H -1.57 -1.47 -5.77
C -0.33 -0.49 -4.30
H -0.75 0.50 -4.50
C 0.43 2.24 -2.85
C 0.77 2.88 -4.06
H 1.56 2.47 -4.69
C 0.11 4.04 -4.45
H 0.38 4.53 -5.39
C -0.91 4.57 -3.64
H -1.42 5.48 -3.95
C -1.25 3.95 -2.44
H -2.03 4.35 -1.80
C -0.58 2.79 -2.04
H -0.83 2.32 -1.08
Ti 0.49 -0.61 1.73
C -1.56 -1.51 1.49
C -2.05 -1.63 0.24
H -2.09 -1.88 2.39
C -1.24 -0.99 -0.86
O -2.09 -0.02 -1.52
H -1.57 0.56 -2.10
C -0.07 -0.37 -0.20
H -0.88 -1.75 -1.58
C 1.04 0.27 -0.48
Cl -0.01 -1.64 3.97
Cl 2.60 0.19 2.42
P 1.61 -2.88 1.59
C 2.52 -3.44 3.07
H 1.82 -3.86 3.80
H 3.02 -2.58 3.53
H 3.26 -4.19 2.77
C 0.55 -4.30 1.21
H 0.05 -4.14 0.24
H -0.22 -4.39 1.99
H 1.15 -5.22 1.17
C 2.88 -2.90 0.30
H 3.40 -1.94 0.29
H 2.43 -3.07 -0.68
H 3.60 -3.70 0.52
P -3.57 -2.44 -0.31
C -4.19 -3.51 0.98
C -3.09 -3.36 -1.78
H -4.35 -2.93 1.90
H -3.46 -4.32 1.17
H -5.14 -3.95 0.64
H -2.73 -2.67 -2.56
H -3.96 -3.91 -2.17
H -2.30 -4.07 -1.53
C -4.74 -1.14 -0.75
H -4.89 -0.50 0.13
H -5.69 -1.59 -1.06
H -4.30 -0.55 -1.56
H 1.78 0.61 0.26
C 0.23 3.80 5.15
N -0.66 3.94 3.98
C -2.06 3.70 4.40
N -2.23 2.38 5.04
C -1.30 2.27 6.19
N 0.10 2.48 5.80
C 0.62 1.40 4.95
P -0.36 1.28 3.35
C -0.26 3.07 2.87
C -2.07 1.28 4.09
H -0.04 4.58 5.89
H 1.28 3.94 4.83
H -2.71 3.75 3.52
H -2.33 4.47 5.13
H -1.40 1.27 6.64
H -1.58 3.05 6.92
H 1.67 1.58 4.69
H 0.54 0.45 5.48
H -0.92 3.24 2.01
H 0.77 3.29 2.57
H -2.23 0.32 4.59
H -2.79 1.38 3.27
*
```